# 1
47
Properties=species:S:1:pos:R:3:forces:R:3 method="wB97M-V/def2-TZVPD" relative_energy_kcal_mol=0.7 s_squared=2.0413 lumo_ev="0.200 / -1.919" e_homo_ev="-7.2 / -8.8" multiplicity=3
Au -0.231524 -0.225822 -2.349389 -0.1 0.1 0.0
S 1.943962 -0.884983 -2.996419 0.0 -0.1 -0.1
C 2.932145 0.370916 -2.414035 0.1 0.0 0.0
N 4.280878 0.312968 -2.506754 0.0 0.1 0.0
C 4.885810 1.333382 -1.646179 0.0 0.0 0.0
C 3.730358 2.333489 -1.520515 0.0 0.0 0.0
N 2.577133 1.493537 -1.828151 0.0 0.0 0.0
H 4.727686 -0.562600 -2.716214 0.0 0.0 0.0
H 5.771204 1.767974 -2.102668 0.0 0.0 0.0
H 5.151259 0.907183 -0.675304 0.0 0.0 0.0
H 3.809355 3.137831 -2.254771 0.0 0.0 0.0
H 3.637415 2.767233 -0.528095 0.0 0.0 0.0
H 1.622093 1.810649 -1.648085 0.0 0.0 0.0
Te -2.367626 1.125609 -1.887459 0.0 0.1 -0.1
C -3.525005 -0.116224 -0.650713 0.0 0.0 0.0
C -3.894264 0.340869 0.609234 0.0 0.0 0.0
C -4.667558 -0.470333 1.428206 0.0 0.0 0.0
C -5.079588 -1.721207 0.988884 0.0 0.0 0.0
C -4.725289 -2.163802 -0.278160 0.0 0.0 0.0
C -3.945930 -1.362768 -1.101235 0.0 0.0 0.0
H -3.553615 1.305635 0.959048 0.0 0.0 0.0
H -4.945053 -0.121733 2.414523 0.0 0.0 0.0
H -5.680454 -2.350513 1.632307 0.0 0.0 0.0
H -5.050650 -3.135429 -0.626896 0.0 0.0 0.0
H -3.664189 -1.713293 -2.086845 0.0 0.0 0.0
F 0.617021 2.353906 2.799745 0.0 0.0 0.0
C 1.071632 2.529413 1.562927 0.0 0.0 0.0
F 1.748549 1.425097 1.198975 0.0 0.0 0.0
F 1.943925 3.546926 1.570438 0.0 0.0 0.0
S -0.297485 2.854493 0.375440 0.1 0.0 -0.1
O -0.910101 4.066621 0.827463 0.0 0.0 0.0
O -1.107212 1.642580 0.503928 0.0 0.0 0.0
O 0.402888 2.930555 -0.904110 -0.1 0.0 0.0
Cl 1.351164 -0.697506 4.316195 0.0 0.0 0.0
C 0.787832 -1.239656 2.769541 0.0 0.0 0.0
C -0.574094 -1.236781 2.494296 0.0 0.0 0.0
C -1.017286 -1.673299 1.265444 0.0 0.0 0.0
C -0.110745 -2.111050 0.275066 0.0 0.1 -0.1
C -0.555088 -2.529041 -0.998495 0.0 -0.2 0.1
C 1.268058 -2.093200 0.590231 0.0 0.0 0.0
C 1.711632 -1.670570 1.822278 0.0 0.0 0.0
H -1.271903 -0.887497 3.243010 0.0 0.0 0.0
H -2.077695 -1.676812 1.047344 0.0 0.0 0.0
H -1.610921 -2.649674 -1.192426 0.0 0.0 0.0
H 0.145541 -2.985286 -1.684653 0.0 0.0 0.0
H 1.979685 -2.416851 -0.159367 0.0 0.0 0.0
H 2.766066 -1.660949 2.062404 0.0 0.0 0.0

# 2
39
Properties=species:S:1:pos:R:3:forces:R:3 method="wB97M-V/def2-TZVPD" relative_energy_kcal_mol=44.6 lumo_ev="-1.242 / -1.244" e_homo_ev="-4.3 / -4.3"
C -1.757897 1.888791 -2.885875 0.1 -1.5 3.3
C 1.034226 -0.268684 -2.967057 0.7 0.0 0.8
C -0.829649 2.710515 -2.393460 0.5 1.4 0.2
H -2.753370 1.970437 -2.371535 0.5 0.5 -1.3
C 1.629355 0.351423 -1.928319 -0.8 -0.7 -0.2
H 1.329259 -1.312682 -3.162713 -0.2 0.5 0.4
H -1.170376 3.640511 -1.882575 0.0 -0.8 -0.4
H 2.195785 -0.269855 -1.225768 0.2 0.2 -0.5
C 0.702523 2.696857 -2.479065 0.3 0.5 0.2
H 1.010610 3.718153 -2.180003 -0.1 -0.4 -0.5
H 1.059786 2.504272 -3.503714 -0.1 0.3 0.5
C -1.440486 0.462183 -3.267624 -0.2 -0.1 -1.7
H -2.176035 0.210009 -4.040332 0.0 -0.2 -0.1
H -1.651089 -0.312853 -2.494580 0.3 0.7 0.0
C -0.040843 0.222014 -3.904094 -0.2 -0.7 -0.7
H 0.272428 1.101437 -4.498389 -0.4 -0.5 0.2
H -0.172365 -0.624522 -4.622039 0.0 0.8 0.3
C 1.513492 1.784035 -1.515288 -0.3 0.3 0.1
H 2.549654 2.191153 -1.447231 -0.6 -0.2 -0.1
H 1.123821 1.857617 -0.477984 0.1 -0.1 -0.4
Ba -2.557971 -1.042300 0.424927 -0.9 -0.6 0.0
H -0.603990 -0.245126 1.002647 1.4 1.4 -0.6
Cl 1.193412 -2.942139 5.686040 -0.1 -0.5 0.8
C 0.516043 -2.701879 4.137989 0.3 0.1 -1.5
C -0.180825 -3.696699 3.431636 0.0 0.5 0.2
C -0.593621 -3.517164 2.093485 0.2 -0.3 0.8
I -2.372260 -4.468334 1.275144 1.0 0.2 0.4
C -0.157940 -2.363320 1.430372 0.2 0.9 0.6
O -0.536306 -2.061126 0.187107 -0.4 0.2 -0.5
C 0.285721 -1.297633 2.263838 -0.7 -2.0 0.1
N -0.410843 -0.126980 1.979258 -2.2 -0.9 -2.4
C -0.132902 1.110694 2.475342 1.8 2.3 1.8
C 0.517155 1.112192 3.698733 -0.8 0.3 -1.9
C 0.849235 -0.136571 4.255631 0.7 -0.9 1.8
C 0.643527 -1.380523 3.607505 -0.3 0.1 0.0
H -0.433746 -4.602509 3.947536 0.0 -0.3 0.2
H -0.507761 1.945916 1.893114 0.2 0.1 0.3
H 0.720892 2.048322 4.228360 0.0 -0.4 -0.3
H 1.333350 -0.155630 5.228980 -0.3 0.0 -0.1